16 unconnected molecules or ions with the total composition C29H57BCl30F6N3O5S, computed with the ωB97M-V functional and the def2-TZVPD basis.

Last column: Mulliken charge in e.
Atoms and positions in Å:
1 Cl -3.900 6.071 -4.106  -0.142
2 Cl -6.954 -2.972 -2.369  -0.155
3 Cl 3.929 2.900 -3.744  -0.058
4 H -4.745 3.687 -1.846  0.349
5 H -1.086 4.531 6.058  0.303
6 Cl 0.819 3.378 5.325  -0.144
7 Cl 8.195 5.009 -1.425  -0.152
8 Cl 4.135 -4.120 7.296  -0.160
9 H -4.976 0.959 0.766  0.617
10 C -0.886 3.490 5.839  -0.399
11 C -4.187 4.576 1.464  -1.385
12 H 0.714 2.170 3.254  -0.056
13 H 6.146 -2.261 6.324  0.092
14 H -5.428 3.148 0.496  0.429
15 H -3.529 4.829 -1.217  0.052
16 Cl 4.381 -14.034 1.402  -0.158
17 H -3.822 4.080 2.363  0.274
18 C 5.395 1.938 -3.530  -0.446
19 H 2.982 -3.874 1.792  -0.077
20 C -2.290 2.626 -0.626  0.179
21 H -3.165 -11.340 -6.641  0.249
22 C -4.440 3.583 0.325  0.412
23 F -1.894 1.375 -3.548  -0.192
24 Cl -8.186 5.013 -0.133  -0.150
25 H -2.071 4.820 -4.873  0.381
26 H 5.473 1.247 -4.360  0.376
27 C 0.710 0.576 -0.807  -2.813
28 C -1.972 -8.914 -2.560  -0.125
29 H -2.887 4.062 -3.471  -0.201
30 H -8.412 7.300 -0.629  0.344
31 H 0.262 -0.350 -0.465  0.977
32 H -5.998 -1.651 -4.055  0.310
33 C -8.119 6.742 0.252  -0.244
34 C -0.368 1.410 -1.481  0.438
35 H -1.110 -0.291 1.664  0.392
36 H 3.307 1.020 -0.132  -0.420
37 Cl 3.457 -2.156 -2.797  -0.088
38 H -1.237 -8.996 -3.351  0.162
39 Cl 5.784 5.725 -2.941  -0.144
40 Cl -1.548 -9.730 -6.100  -0.114
41 Cl 5.808 -2.359 -1.022  -0.139
42 C 4.801 -3.168 -2.235  -0.100
43 H 3.242 -12.196 0.488  -0.017
44 C 2.973 -4.724 6.107  -0.024
45 C -7.865 9.922 3.783  -0.259
46 Cl -1.295 5.665 -2.821  -0.139
47 C 6.452 5.270 -1.366  0.165
48 Cl 3.228 -6.059 2.638  -0.259
49 Cl -1.616 -7.436 -1.640  -0.193
50 H 3.016 1.019 1.610  0.875
51 H 3.010 -1.253 -0.294  -0.547
52 H -3.440 0.222 0.370  0.235
53 H -2.660 2.789 -1.638  -0.143
54 Cl 4.981 -12.523 -1.049  -0.156
55 Cl -6.463 -0.077 -2.376  -0.125
56 F 0.930 5.378 0.369  -0.158
57 C -4.107 1.048 0.115  -1.526
58 Cl 1.994 -8.825 -1.589  -0.163
59 H 6.244 2.611 -3.489  0.305
60 Cl -4.070 -9.382 -7.560  -0.143
61 C 4.284 -12.474 0.576  0.069
62 H -4.430 0.923 -0.920  0.014
63 O -1.524 -0.778 -2.534  -0.595
64 Cl -3.576 -8.878 -3.279  -0.137
65 H 0.401 3.195 0.411  0.251
66 O -1.465 1.435 -0.634  0.157
67 H 5.980 4.344 -1.055  -0.209
68 N 0.071 2.703 -1.926  0.201
69 C 3.480 -4.770 1.450  0.219
70 H -4.924 -1.832 -2.636  0.079
71 Cl 1.301 -10.251 0.881  -0.188
72 H -2.969 2.375 1.343  -0.407
73 C -2.751 -10.483 -7.158  -0.299
74 S -0.829 0.382 -2.946  1.358
75 C 2.647 -0.896 0.671  -0.202
76 C -4.482 4.337 -1.006  -1.242
77 H 4.835 -11.746 1.159  0.258
78 H 4.399 -1.015 1.753  0.277
79 N 1.282 1.291 0.385  0.967
80 H 6.357 -0.516 5.981  0.303
81 N 3.496 -1.474 1.701  -0.341
82 H -5.106 5.100 1.725  0.297
83 H -7.771 9.265 4.639  0.258
84 Cl -6.493 7.250 0.720  -0.117
85 C 2.652 0.650 0.656  -0.228
86 B 0.352 1.051 1.646  0.757
87 H 0.066 2.756 -2.939  0.550
88 C 1.352 2.786 0.080  -0.611
89 H -1.912 -9.756 -1.881  0.287
90 Cl 2.813 -5.220 -0.132  -0.179
91 F 2.656 3.160 2.065  -0.302
92 C -3.429 2.398 0.346  1.341
93 Cl -6.274 10.110 3.044  -0.142
94 C -2.528 4.989 -3.905  0.131
95 H 1.808 -7.975 0.593  -0.226
96 F 3.631 3.386 0.153  -0.220
97 Cl 5.336 1.002 -2.026  -0.059
98 H 4.544 -4.595 1.341  0.270
99 F 2.237 5.564 2.085  -0.252
100 H -3.456 5.339 1.176  0.312
101 H -2.254 -10.777 -8.075  0.317
102 Cl 8.105 -1.813 5.106  -0.150
103 O 0.266 0.357 -3.847  -0.632
104 H 2.458 -5.574 6.538  0.342
105 H 5.416 -3.406 -3.094  0.369
106 H 2.208 2.464 -1.916  -0.859
107 Cl -2.008 2.943 4.599  -0.091
108 H 6.242 6.069 -0.665  0.334
109 F 3.044 5.772 0.079  -0.220
110 Cl 1.767 -3.503 5.673  -0.143
111 C 6.438 -1.521 5.588  -0.183
112 H -8.224 10.900 4.077  0.291
113 H -1.683 3.485 -0.333  0.134
114 H 3.056 -1.391 2.612  0.298
115 H 1.644 -1.288 0.811  0.408
116 C 1.410 3.019 -1.422  -0.692
117 O -0.156 -0.190 1.777  -0.896
118 H 0.223 -8.415 -0.119  -0.012
119 H 4.381 -4.048 -1.766  -0.034
120 O 0.162 2.103 2.458  0.118
121 Cl -9.054 9.218 2.675  -0.135
122 C -5.940 -1.664 -2.973  -0.087
123 H 3.510 -5.008 5.211  -0.008
124 H -8.786 6.933 1.082  0.182
125 H -1.004 2.869 6.718  0.361
126 H 1.610 4.075 -1.607  1.064
127 C 2.163 5.119 0.836  0.645
128 C 2.462 3.567 0.797  0.768
129 Cl 5.315 -1.668 4.217  -0.068
130 C 1.257 -8.707 0.014  0.592
131 H 1.507 0.327 -1.509  0.215
132 H -5.242 5.117 -0.962  0.371

HOMO-LUMO gap ... 0.3526 Eh
Total energy ... -16507.50605 a.u.
Charge ... +1
Multiplicity ... 1
LUMO energy ... -2.219 eV